Computed, not measured: C8H6ErN2O4S as an isolated structure, with ωB97M-V with the def2-TZVPD basis set.

Computed properties:
Frontier orbital gap (spin up / spin down)   6.81 / 6.94 eV
E_tot   -2131.0480 a.u.
HOMO (spin up / spin down)   -20.5 / -20.5 eV
Multiplicity   4
Net charge   +3
Expectation value of S²   3.75

Each line ends with the Mulliken spin population.
Element x y z (Å)
O: -0.0717 -3.5157 -2.2172  0.001
C: -0.1115 -2.3624 -2.0699  -0.006
Er: -0.1301 -0.0438 -1.4237  3.052
O: -2.9496 -0.0920 -3.7968  0.001
C: -2.0200 -0.0751 -3.1034  -0.005
C: 1.5748 -0.0476 -3.0599  -0.008
O: 2.5548 -0.0392 -3.6734  0.002
C: -0.1686 2.2381 -2.0339  -0.005
O: -0.1380 3.3918 -2.1933  0.001
C: 0.3192 -1.8196 1.8173  0.000
N: 0.0848 -0.3664 1.8134  -0.002
C: -0.7045 0.3352 2.7081  -0.002
C: -0.6148 1.6429 2.3815  -0.003
N: 0.2125 1.7402 1.2773  0.000
C: 0.7160 0.5008 0.9693  -0.003
S: 2.0788 0.1264 -0.0419  -0.024
H: -0.0098 -2.2618 0.8574  0.000
H: 1.3920 -2.0410 1.9563  0.000
H: -0.2777 -2.2556 2.6307  0.000
H: -1.2351 -0.1800 3.4897  0.000
H: -1.0455 2.5086 2.8449  0.000
H: 0.5439 2.6161 0.8674  0.000